[1]
Formula: C16H8B3Br4O26V
Source: the OMol25 dataset
Level of theory: ωB97M-V/def2-TZVPD

```
58
Properties=species:S:1:pos:R:3:lowdin_charge:R:1
O 30.043 -9.220 8.125 -0.2113
V 29.236 -8.118 8.976 1.3574
O 28.035 -8.876 9.627 -0.1833
O 36.120 -1.238 11.849 0.0862
C 35.288 -1.319 10.916 -0.4200
O 34.058 -1.534 11.069 0.2548
B 33.434 -1.665 9.710 -0.8238
O 34.498 -1.369 8.726 0.1975
C 35.657 -1.122 9.422 -0.2951
O 36.734 -0.679 8.979 0.0922
O 32.301 -0.679 9.652 0.2245
C 31.201 -1.313 9.352 -0.3880
O 30.087 -0.830 9.283 0.1203
C 31.525 -2.881 9.310 -0.3049
O 32.869 -2.994 9.405 0.2123
O 30.722 -3.812 9.137 0.0575
O 34.711 -4.013 17.265 0.1060
C 34.872 -4.890 16.410 -0.3785
O 33.980 -5.751 15.998 0.2282
B 34.429 -6.455 14.776 -0.8691
O 35.796 -5.982 14.583 0.2389
C 36.105 -5.115 15.531 -0.3412
O 37.148 -4.443 15.682 0.0974
O 33.579 -6.203 13.596 0.2582
C 33.095 -7.377 13.265 -0.3428
O 32.300 -7.539 12.306 0.0462
C 33.619 -8.488 14.239 -0.3638
O 34.515 -7.921 15.028 0.2326
O 33.320 -9.679 14.167 0.0976
O 26.435 -5.964 6.127 0.1087
C 25.785 -4.996 5.815 -0.3776
O 26.058 -4.062 4.901 0.2480
B 25.147 -2.949 5.020 -0.8440
O 24.271 -3.297 6.165 0.2162
C 24.638 -4.499 6.692 -0.3098
O 24.206 -5.108 7.697 0.0861
O 25.841 -1.609 5.185 0.2394
C 25.319 -0.785 4.344 -0.4438
O 25.424 0.412 4.413 0.1407
C 24.395 -1.547 3.415 -0.3920
O 24.376 -2.786 3.775 0.2446
O 23.769 -1.050 2.466 0.0939
Br 25.284 -6.378 13.189 0.6163
C 23.754 -7.417 13.901 -0.6660
C 23.598 -8.589 12.935 -0.7239
Br 22.217 -9.857 13.551 0.5690
H 22.820 -6.859 13.959 0.0620
H 23.955 -7.863 14.875 0.0520
H 24.504 -9.174 12.776 0.0428
H 23.285 -8.227 11.955 0.0503
Br 30.635 -7.770 2.700 0.5581
C 32.305 -8.835 2.387 -0.6382
C 32.090 -10.344 2.851 -0.6076
Br 33.819 -11.357 2.502 0.5138
H 33.133 -8.405 2.951 0.0501
H 32.421 -8.813 1.304 0.0388
H 31.276 -10.885 2.368 0.0468
H 31.943 -10.411 3.929 0.0389
```

## Properties
M = 1019.21 Da
HOMO = -0.211 Ha
energy above the lowest of the compared OMol25 structures with the same formula, charge and spin = 820.9 kJ/mol
energy = -13886.0290 Eh
LUMO = -0.101 Ha
Kohn-Sham gap = 2.986 eV
spin multiplicity = 1
charge = -2

=====

[2]
Formula: C16H9Br4N4O4PdS
Source: the OMol25 dataset
Level of theory: ωB97M-V/def2-TZVPD

```
39
Properties=species:S:1:pos:R:3:nbo_charge:R:1
Pd 0.000 0.296 1.800 0.6954
Br 4.035 -3.753 6.040 0.0867
C 2.598 -2.814 5.259 -0.1607
C 1.351 -2.748 5.926 -0.1366
Br 1.125 -3.604 7.591 0.0870
C 0.301 -2.056 5.356 -0.2116
Br -1.382 -1.940 6.206 0.0754
C 0.427 -1.393 4.113 0.3626
O -0.525 -0.748 3.589 -0.6228
C 1.709 -1.474 3.411 0.2915
O 1.842 -0.923 2.289 -0.5775
C 2.762 -2.194 4.038 -0.1694
Br 4.399 -2.256 3.103 0.0900
N -0.052 -0.997 -6.111 -0.8060
C 0.203 -0.331 -4.914 0.1695
C 0.900 -0.967 -3.885 -0.2746
C 1.197 -0.289 -2.716 -0.1801
C 0.793 1.027 -2.567 -0.3006
C 0.101 1.674 -3.577 -0.1676
C -0.192 0.999 -4.747 -0.2779
S 1.181 1.896 -1.069 2.3325
O 2.435 1.383 -0.595 -0.9498
O 1.069 3.305 -1.350 -0.9660
N 0.068 1.440 0.023 -0.9556
C -1.231 1.749 -0.032 0.5646
N -1.858 2.173 -1.144 -0.5123
C -3.173 2.309 -1.072 0.1000
C -3.910 2.043 0.070 -0.3930
C -3.182 1.641 1.183 0.1051
N -1.871 1.511 1.155 -0.5257
H -0.043 -2.000 -6.065 0.3745
H -0.802 -0.623 -6.665 0.3732
H 1.214 -1.997 -4.012 0.2008
H 1.747 -0.762 -1.912 0.2444
H -0.200 2.701 -3.422 0.2486
H -0.731 1.497 -5.546 0.1974
H -3.657 2.640 -1.987 0.1812
H -4.985 2.151 0.101 0.2134
H -3.662 1.436 2.134 0.1941
```

## Properties
M = 779.38 Da
HOMO (alpha / beta) = -0.170 / -0.189 Ha
energy = -11957.3120 Eh
LUMO (alpha / beta) = 0.082 / 0.034 Ha
<S²> = 2.02
Kohn-Sham gap (alpha / beta) = 6.859 / 6.052 eV
spin multiplicity = 3
charge = -1

=====

[3]
Formula: C16H9F6N5O3S
Source: the OMol25 dataset
Level of theory: ωB97M-V/def2-TZVPD

```
40
Properties=species:S:1:pos:R:3:nbo_charge:R:1
O -1.827 0.954 1.145 -0.5691
C -1.785 -0.229 0.925 0.6882
N -0.959 -1.077 1.653 -0.6513
C -0.084 -0.584 2.681 0.1315
N 0.722 0.545 2.309 -0.6075
C 1.179 0.814 1.053 0.3093
N 1.700 1.949 0.764 -0.5102
C 2.131 2.001 -0.524 0.2388
C 2.735 3.097 -1.137 -0.2384
C 3.119 2.998 -2.454 -0.1757
C 2.904 1.814 -3.165 -0.0046
N 3.318 1.735 -4.541 0.5319
O 3.842 2.714 -5.029 -0.3785
O 3.119 0.694 -5.130 -0.3851
C 2.303 0.704 -2.584 -0.1682
C 1.923 0.810 -1.265 -0.2627
S 1.152 -0.382 -0.257 0.3454
C -0.934 -0.189 3.940 0.9759
F -1.994 -0.987 4.051 -0.3051
F -1.368 1.063 3.886 -0.2990
F -0.227 -0.299 5.067 -0.3112
C 0.845 -1.769 3.107 0.9674
F 0.165 -2.708 3.770 -0.3124
F 1.848 -1.361 3.871 -0.2936
F 1.376 -2.371 2.039 -0.3164
C -2.549 -0.918 -0.137 -0.2033
C -3.036 -2.218 -0.018 -0.1567
C -3.748 -2.756 -1.075 -0.2527
C -3.949 -1.974 -2.205 0.0586
N -3.497 -0.738 -2.321 -0.4040
C -2.821 -0.221 -1.317 0.0891
H -0.850 -2.033 1.345 0.4268
H 0.631 1.387 2.865 0.4400
H 2.889 3.999 -0.568 0.2344
H 3.591 3.825 -2.962 0.2520
H 2.150 -0.194 -3.161 0.2544
H -2.897 -2.784 0.893 0.2200
H -4.148 -3.756 -1.020 0.2270
H -4.504 -2.349 -3.054 0.2004
H -2.466 0.793 -1.441 0.2148
```

## Properties
M = 465.33 Da
structure (SMILES) = O=C(NC(Nc1nc2ccc([N+](=O)[O-])cc2s1)(C(F)(F)F)C(F)(F)F)c1cccnc1
HOMO = -0.332 Ha
energy = -2111.9935 Eh
LUMO = -0.018 Ha
Kohn-Sham gap = 8.525 eV
spin multiplicity = 1

=====

[4]
Formula: C16H9I2N3O3S3V
Source: the OMol25 dataset
Level of theory: ωB97M-V/def2-TZVPD

```
37
Properties=species:S:1:pos:R:3:nbo_charge:R:1
V -0.671 0.672 -0.845 0.9142
I 3.425 3.571 -0.305 0.2653
C 1.772 3.373 0.918 -0.1849
C 1.693 4.067 2.150 -0.2427
C 0.615 3.951 2.983 -0.1238
I 0.598 5.018 4.772 0.2338
C -0.475 3.106 2.632 -0.1256
C -1.638 2.856 3.385 -0.0573
C -2.589 1.982 2.916 -0.2575
C -2.403 1.342 1.689 0.1228
N -1.325 1.565 0.953 -0.4430
C -0.378 2.435 1.404 0.1226
C 0.727 2.577 0.546 0.2831
O 0.638 1.855 -0.582 -0.5355
H 2.520 4.704 2.430 0.2539
H -1.774 3.352 4.337 0.2505
H -3.484 1.775 3.484 0.2520
H -3.127 0.641 1.295 0.2400
O -1.620 -0.870 -0.221 -0.4205
N -1.177 -2.055 -0.506 0.2169
N -0.027 -1.998 -1.006 0.2004
O 0.542 -0.817 -1.132 -0.4364
C 0.715 -3.180 -1.348 0.1305
C 0.318 -4.404 -0.828 -0.2167
C 1.038 -5.528 -1.187 -0.1871
C 2.129 -5.418 -2.041 -0.1641
C 2.507 -4.181 -2.543 -0.1886
C 1.797 -3.043 -2.199 -0.2144
H -0.528 -4.471 -0.158 0.2457
H 0.750 -6.493 -0.793 0.2370
H 2.688 -6.303 -2.314 0.2350
H 3.356 -4.100 -3.207 0.2365
H 2.075 -2.071 -2.581 0.2467
S -3.038 2.117 -4.426 0.2085
C -2.266 1.569 -3.145 -0.5712
S -2.499 1.920 -1.454 0.2085
S -0.885 0.484 -3.075 0.2653
```

## Properties
M = 692.22 Da
HOMO (alpha / beta) = -0.422 / -0.422 Ha
energy above the lowest of the compared OMol25 structures with the same formula, charge and spin = 0.0 kJ/mol
energy = -3738.7914 Eh
LUMO (alpha / beta) = -0.197 / -0.197 Ha
Kohn-Sham gap (alpha / beta) = 6.131 / 6.130 eV
spin multiplicity = 1
charge = +1

=====

[5]
Formula: C17H10F4NO4
Source: the OMol25 dataset
Level of theory: ωB97M-V/def2-TZVPD

```
36
Properties=species:S:1:pos:R:3:nbo_charge:R:1
F -0.878 -2.961 0.947 -0.2786
C -1.671 -1.877 1.007 0.2350
C -1.182 -0.690 1.425 0.3641
F 0.098 -0.591 1.837 -0.2795
C -2.029 0.474 1.638 0.3711
O -1.601 1.526 2.143 -0.4682
C -3.429 0.281 1.290 0.2829
F -4.262 1.309 1.546 -0.2874
C -3.904 -0.871 0.777 0.2810
F -5.214 -1.016 0.505 -0.2863
C -3.065 -2.055 0.626 0.3803
O -3.524 -3.147 0.263 -0.4851
C -0.838 4.727 0.225 -0.6187
C 0.014 3.590 0.720 -0.0797
O -0.109 2.511 -0.229 -0.5445
C 0.815 1.519 -0.072 0.7345
C 0.546 0.393 -0.952 -0.5040
C 1.451 -0.647 -1.167 -0.0061
C 2.616 -0.825 -0.350 -0.2068
C 3.375 -1.972 -0.422 -0.1714
C 3.060 -2.982 -1.344 -0.2896
C 3.828 -4.194 -1.351 0.3144
N 4.448 -5.189 -1.340 -0.4136
C 2.016 -2.771 -2.263 -0.1456
C 1.223 -1.642 -2.178 -0.2657
O 1.731 1.625 0.747 -0.6939
H -0.950 5.471 1.016 0.1999
H -0.363 5.211 -0.634 0.1981
H -1.827 4.378 -0.085 0.2087
H 1.062 3.897 0.809 0.1903
H -0.362 3.234 1.685 0.1990
H -0.375 0.451 -1.522 0.2002
H 2.834 -0.044 0.367 0.2479
H 4.229 -2.091 0.246 0.2090
H 1.845 -3.528 -3.035 0.2076
H 0.393 -1.505 -2.876 0.2008
```

## Properties
M = 368.26 Da
HOMO = -0.127 Ha
energy above the lowest of the compared OMol25 structures with the same formula, charge and spin = 45.2 kJ/mol
energy = -1408.9883 Eh
LUMO = 0.000 Ha
Kohn-Sham gap = 3.480 eV
spin multiplicity = 1
charge = -1

=====

[6]
Formula: C17H11AsF10IrN3S4
Source: the OMol25 dataset
Level of theory: ωB97M-V/def2-TZVPD

```
47
Properties=species:S:1:pos:R:3:nbo_charge:R:1
Ir -0.052 0.240 0.454 1.1693
C -1.899 -1.502 -1.787 -0.4222
N -2.077 -0.768 -0.542 -0.4592
C -2.437 -1.656 0.551 -0.2266
C -1.253 -2.558 0.908 -0.2379
N 0.000 -1.893 0.567 -0.7146
C 1.173 -2.615 0.712 0.0606
C 1.402 -3.668 1.604 0.3260
F 0.459 -4.060 2.483 -0.3185
C 2.609 -4.345 1.686 0.2602
F 2.752 -5.331 2.585 -0.2994
C 3.662 -4.009 0.871 0.2418
F 4.833 -4.658 0.954 -0.2987
C 3.476 -2.991 -0.044 0.2721
F 4.471 -2.663 -0.879 -0.2974
C 2.266 -2.337 -0.123 0.3092
F 2.150 -1.417 -1.098 -0.3079
C -2.924 0.408 -0.685 -0.2089
C -2.153 1.467 -1.443 -0.2318
N -0.904 1.744 -0.733 -0.7196
C -0.261 2.926 -1.086 0.0507
C -0.226 3.469 -2.371 0.2838
F -0.767 2.809 -3.418 -0.3161
C 0.414 4.660 -2.677 0.2664
F 0.423 5.098 -3.946 -0.2999
C 1.071 5.373 -1.704 0.2461
F 1.704 6.517 -1.997 -0.2965
C 1.055 4.881 -0.413 0.2620
F 1.641 5.577 0.567 -0.2899
C 0.397 3.704 -0.120 0.3622
F 0.346 3.353 1.168 -0.2989
H -2.846 -1.964 -2.105 0.1681
H -1.148 -2.276 -1.641 0.2251
H -1.545 -0.843 -2.577 0.2091
H -3.319 -2.267 0.305 0.1732
H -2.687 -1.030 1.406 0.2225
H -1.328 -3.508 0.361 0.1710
H -1.339 -2.799 1.969 0.2131
H -3.152 0.775 0.317 0.2158
H -3.872 0.177 -1.195 0.1738
H -2.771 2.373 -1.494 0.1910
H -1.997 1.151 -2.477 0.1864
S 1.356 -0.429 4.993 -0.4213
As 0.932 0.917 3.410 0.9304
S -1.089 0.755 2.631 -0.5862
S 2.044 0.554 1.570 -0.5093
S 1.410 2.658 4.483 -0.4289
```

## Properties
M = 842.68 Da
HOMO (alpha / beta) = -0.157 / -0.194 Ha
energy above the lowest of the compared OMol25 structures with the same formula, charge and spin = 0.0 kJ/mol
energy = -5750.1584 Eh
LUMO (alpha / beta) = 0.085 / 0.023 Ha
<S²> = 8.78
Kohn-Sham gap (alpha / beta) = 6.580 / 5.903 eV
spin multiplicity = 6
charge = -1